The following is a quantum chemistry calculation of a cluster of 11 separate species, C16H55NO12 in total at a distorted geometry, from the OMol25 dataset.

Last columns: bonded neighbours and bond lengths (Å).
Geometry (Å):
1 O -3.75 -2.99 1.49  C14 1.369, H70 0.960
2 O 2.92 4.56 -0.21  C16 1.438, H63 0.960
3 O -2.23 -0.58 -2.29  C18 1.434, H48 0.960
4 O -0.79 0.42 -0.27  C20 1.441, H68 0.960
5 O -1.33 -4.11 1.26  C22 1.426, H77 0.960
6 O -1.47 0.23 4.43  C24 1.406, H76 0.960
7 O -0.84 2.70 -2.09  C27 1.394, H32 0.960
8 O -5.72 1.51 0.53  C21 1.417, H62 0.960
9 O 4.88 -4.08 -4.70  C23 1.433, C26 1.396
10 O -2.86 4.69 2.07  C19 1.431, H61 0.960
11 O 3.02 0.27 -2.63  C15 1.410, C17 1.436
12 O 0.37 2.38 4.67  C29 1.406, H82 0.960
13 N 3.46 -2.63 -2.60  C25 1.476, C28 1.453, H80 1.010
14 C -4.23 -1.72 1.61  O1 1.369, H50 1.090, H53 1.090, H75 1.090
15 C 3.11 1.62 -2.24  O11 1.410, H37 1.090, H57 1.090, H69 1.090
16 C 2.05 4.41 0.93  O2 1.438, H35 1.090, H59 1.090, H60 1.090
17 C 2.40 -0.62 -1.69  O11 1.436, C25 1.511, H39 1.090, H54 1.090
18 C -3.50 -1.11 -1.89  O3 1.434, H44 1.090, H46 1.090, H74 1.090
19 C -2.25 3.76 2.97  O10 1.431, H42 1.090, H81 1.090, H84 1.090
20 C -0.18 0.74 0.99  O4 1.441, H49 1.090, H52 1.090, H64 1.090
21 C -4.34 1.78 0.68  O8 1.417, H34 1.090, H56 1.090, H58 1.090
22 C -0.52 -3.26 0.44  O5 1.426, H30 1.090, H38 1.090, H79 1.090
23 C 4.60 -4.64 -3.41  O9 1.433, C28 1.510, H73 1.090, H78 1.090
24 C -0.92 -1.04 4.25  O6 1.406, H41 1.090, H45 1.090, H72 1.090
25 C 2.17 -2.01 -2.23  N13 1.476, C17 1.511, H66 1.090, H71 1.090
26 C 6.17 -4.44 -5.11  O9 1.396, H47 1.090, H51 1.090, H65 1.090
27 C -1.49 3.75 -1.44  O7 1.394, H31 1.090, H36 1.090, H55 1.090
28 C 3.30 -4.04 -2.92  N13 1.453, C23 1.510, H40 1.090, H67 1.090
29 C 1.52 1.60 4.46  O12 1.406, H33 1.090, H43 1.090, H83 1.090
30 H 0.41 -3.81 0.32  C22 1.090
31 H -0.87 4.65 -1.47  C27 1.090
32 H -0.76 2.94 -3.02  O7 0.960
33 H 1.36 0.85 3.69  C29 1.090
34 H -4.25 2.87 0.66  C21 1.090
35 H 2.57 4.02 1.80  C16 1.090
36 H -2.44 3.89 -1.96  C27 1.090
37 H 3.76 1.72 -1.36  C15 1.090
38 H -0.88 -3.02 -0.56  C22 1.090
39 H 3.08 -0.70 -0.84  C17 1.090
40 H 2.87 -4.66 -2.13  C28 1.090
41 H -1.07 -1.22 3.18  C24 1.090
42 H -1.46 3.18 2.50  C19 1.090
43 H 2.45 2.11 4.19  C29 1.090
44 H -4.06 -1.22 -2.82  C18 1.090
45 H 0.13 -1.01 4.53  C24 1.090
46 H -4.04 -0.47 -1.19  C18 1.090
47 H 6.39 -3.84 -5.99  C26 1.090
48 H -1.79 -0.36 -1.47  O3 0.960
49 H 0.65 0.05 1.07  C20 1.090
50 H -3.39 -1.11 1.95  C14 1.090
51 H 6.07 -5.49 -5.38  C26 1.090
52 H 0.15 1.77 1.11  C20 1.090
53 H -4.70 -1.34 0.70  C14 1.090
54 H 1.52 -0.12 -1.30  C17 1.090
55 H -1.57 3.49 -0.39  C27 1.090
56 H -4.02 1.40 1.65  C21 1.090
57 H 2.10 2.01 -2.09  C15 1.090
58 H -3.71 1.40 -0.12  C21 1.090
59 H 1.26 3.75 0.57  C16 1.090
60 H 1.51 5.33 1.15  C16 1.090
61 H -2.30 5.47 2.02  O10 0.960
62 H -6.05 1.91 -0.28  O8 0.960
63 H 2.45 4.90 -0.98  O2 0.960
64 H -0.97 0.51 1.70  C20 1.090
65 H 6.89 -4.20 -4.33  C26 1.090
66 H 1.79 -2.58 -1.38  C25 1.090
67 H 2.56 -4.18 -3.70  C28 1.090
68 H -0.83 1.19 -0.84  O4 0.960
69 H 3.56 2.28 -2.98  C15 1.090
70 H -4.54 -3.51 1.33  O1 0.960
71 H 1.37 -2.13 -2.96  C25 1.090
72 H -1.45 -1.79 4.84  C24 1.090
73 H 5.31 -4.47 -2.60  C23 1.090
74 H -3.42 -2.07 -1.38  C18 1.090
75 H -5.05 -1.77 2.33  C14 1.090
76 H -2.42 0.08 4.47  O6 0.960
77 H -2.21 -3.72 1.28  O5 0.960
78 H 4.46 -5.72 -3.46  C23 1.090
79 H -0.26 -2.32 0.92  C22 1.090
80 H 3.75 -2.13 -3.43  N13 1.010
81 H -2.98 3.03 3.34  C19 1.090
82 H -0.35 1.77 4.84  O12 0.960
83 H 1.72 0.98 5.33  C29 1.090
84 H -1.88 4.23 3.88  C19 1.090

Calculated values
* ⟨S²⟩: 0.754
* net charge: +1
* multiplicity: 2
* HOMO-LUMO gap (spin up / spin down): 9.528 / 3.792 eV
* DFT total energy: -43528.991 eV